Record 1
16
Properties=species:S:1:pos:R:3:forces:R:3 method="wB97M-V/def2-TZVPD" spin_multiplicity=1 homo_ev="-7.32 / -7.31" relative_energy_ev=3.832 total_energy_ha=-359.10361 homo_lumo_gap_ev="8.0 / 8.0"
O -0.477 1.817 0.014 -1.17 1.20 -0.07
N 0.561 -1.607 -0.047 2.21 -1.16 1.63
N 2.299 2.235 -0.056 -0.19 1.44 0.82
N 0.145 0.728 -0.058 0.64 -4.73 0.42
C -0.305 -0.548 -0.023 -2.06 3.18 -0.54
C -1.783 -0.765 -0.025 -0.28 -0.07 1.15
C -2.427 -1.914 -0.303 2.50 0.53 0.09
H -1.786 -2.732 -0.660 -0.79 0.01 -0.09
H 3.249 2.546 0.249 -1.33 -0.21 -0.40
H -2.357 0.034 0.472 0.43 -0.07 -0.66
H 1.994 2.787 -0.882 0.56 -0.49 0.73
H -3.453 -2.062 -0.070 -0.62 -0.10 -0.14
H 0.113 -2.509 0.297 1.08 1.87 -0.42
H 1.476 -1.342 0.488 -2.21 -1.18 -1.33
H 1.568 2.509 0.671 1.43 -0.19 -1.07
H 1.181 0.822 -0.067 -0.18 -0.02 -0.13


Record 2
61
Properties=species:S:1:pos:R:3:forces:R:3 method="wB97M-V/def2-TZVPD" spin_multiplicity=4 homo_ev="-5.45 / -6.99" relative_energy_ev=4.137 total_energy_ha=-5288.34626 homo_lumo_gap_ev="6.0 / 7.3"
Se -1.489 -0.790 -1.400 -1.05 0.33 0.97
Co -0.200 -1.569 -3.094 -1.98 0.60 3.51
P 0.286 -3.466 -3.435 0.72 -2.71 -0.01
P 0.527 -0.154 -4.273 0.82 1.81 -3.12
C -0.360 3.554 -1.555 -0.34 -0.04 0.21
C 0.795 -3.416 -1.643 0.45 -1.12 0.78
C -0.859 -1.055 0.399 -0.06 -0.51 0.52
C -1.392 -1.759 2.675 0.23 0.12 -0.30
C -1.530 2.703 -1.885 -0.32 -1.41 0.95
C 0.831 -0.943 2.144 -0.07 -0.07 0.09
C 0.850 -1.385 -5.665 -0.02 1.22 -0.07
C 0.642 5.098 -3.620 1.29 -1.43 1.05
C 1.691 1.194 -4.133 0.89 0.20 -0.21
C -0.173 -2.430 -5.284 -0.37 -0.04 0.27
C 1.675 4.266 -2.763 0.11 1.84 0.76
C 0.919 3.306 -1.893 0.31 -0.04 0.10
C 0.448 -0.744 0.820 -0.54 -0.15 -0.28
C -1.666 4.011 -4.152 -0.41 -0.03 -0.40
C -1.108 -4.648 -3.467 0.13 0.07 0.01
C -0.090 -1.432 3.077 -0.08 -0.04 -0.11
C -2.404 3.330 -3.024 0.42 1.34 1.45
C 1.621 -4.448 -4.147 0.61 -0.10 -0.17
C -1.775 -1.583 1.341 0.76 0.27 -0.04
C -0.919 0.699 -5.026 -0.09 -0.01 -0.17
C -0.362 4.274 -4.410 0.29 0.53 -0.41
H -1.881 -4.329 -4.174 0.17 -0.10 0.11
H 1.154 -0.362 0.084 -0.09 -0.02 0.21
H -0.934 1.733 -4.680 -0.12 -0.15 -0.03
H 1.202 -5.134 -4.898 0.32 0.25 0.14
H 1.124 2.129 -4.064 0.22 -0.30 -0.02
H -2.106 -2.171 3.395 0.27 0.19 -0.25
H 0.114 5.770 -2.926 0.15 -0.23 -0.40
H -0.806 0.688 -6.118 -0.17 0.10 0.17
H 1.783 -3.883 -1.561 -0.02 0.09 0.28
H 1.867 -0.727 2.432 -0.49 -0.04 0.00
H -1.226 1.675 -2.158 -0.01 0.65 0.02
H -1.111 -2.016 -4.827 -0.02 -0.14 -1.40
H 0.869 -2.383 -1.265 -0.02 -0.42 -0.03
H 1.219 5.698 -4.344 -0.38 -0.06 0.24
H -2.370 4.370 -4.921 0.29 -1.53 -0.63
H -3.084 4.060 -2.549 0.05 -0.19 -0.12
H 1.451 2.408 -1.579 -0.74 -0.69 -1.07
H 2.243 1.042 -3.195 0.07 0.23 -0.43
H -3.075 2.560 -3.447 0.45 0.23 0.01
H 0.205 -1.571 4.118 -0.05 0.02 -0.28
H 2.054 -5.017 -3.314 0.05 -0.10 -0.45
H -1.534 -4.693 -2.462 -0.04 -0.09 -0.21
H 1.896 -1.705 -5.643 -0.15 -0.27 0.11
H -0.365 -3.275 -5.937 -0.16 0.10 -0.25
H -0.660 4.505 -1.108 0.11 0.75 -1.34
H 2.375 1.236 -4.994 -0.10 0.08 0.30
H -2.767 -1.857 0.998 0.06 0.05 0.11
H -2.153 2.583 -0.990 -0.30 -0.10 -0.24
H -1.866 0.220 -4.749 0.18 0.12 -0.12
H 2.224 4.985 -2.139 0.32 0.10 -0.22
H 0.015 4.068 -5.434 -0.84 1.16 0.02
H -0.702 -5.620 -3.765 -0.35 -0.05 0.11
H 2.429 3.769 -3.397 -0.44 -0.02 0.33
H 0.673 -0.889 -6.628 0.07 -0.27 -0.10
H 2.404 -3.810 -4.594 -0.34 -0.37 0.15
H 0.071 -3.980 -1.028 0.33 0.41 -0.05


Record 3
13
Properties=species:S:1:pos:R:3:forces:R:3 method="wB97M-V/def2-TZVPD" spin_multiplicity=1 homo_ev=-9.37 relative_energy_ev=6.071 total_energy_ha=-249.25013 smiles="C1=CC1[C@@H]1C=N1.[H][H]" homo_lumo_gap_ev=10.6
N 1.730 -0.007 0.549 -0.10 -0.41 0.41
C 0.838 -0.930 -0.257 -0.15 -0.21 -0.21
C -0.515 -0.500 -0.801 0.10 -0.24 -0.11
C -1.536 -0.077 0.215 -0.28 0.17 -0.23
C 1.029 -0.839 1.175 0.45 0.13 -0.06
C -1.150 0.841 -0.607 -0.33 -0.17 0.07
H -0.829 -1.078 -1.675 0.09 -0.03 0.18
H 1.128 1.750 0.114 -0.01 0.45 -0.08
H 1.384 -1.676 -0.836 -0.19 0.06 0.07
H 0.782 -1.084 2.200 0.12 -0.05 -0.09
H 0.545 2.152 -0.117 0.24 0.41 0.04
H -1.259 1.836 -1.006 0.09 -0.12 0.10
H -2.148 -0.387 1.046 -0.01 0.02 -0.11


What did the third record say?
13
Properties=species:S:1:pos:R:3:forces:R:3 method="wB97M-V/def2-TZVPD" spin_multiplicity=1 homo_ev=-9.37 relative_energy_ev=6.071 total_energy_ha=-249.25013 smiles="C1=CC1[C@@H]1C=N1.[H][H]" homo_lumo_gap_ev=10.6
N 1.730 -0.007 0.549 -0.10 -0.41 0.41
C 0.838 -0.930 -0.257 -0.15 -0.21 -0.21
C -0.515 -0.500 -0.801 0.10 -0.24 -0.11
C -1.536 -0.077 0.215 -0.28 0.17 -0.23
C 1.029 -0.839 1.175 0.45 0.13 -0.06
C -1.150 0.841 -0.607 -0.33 -0.17 0.07
H -0.829 -1.078 -1.675 0.09 -0.03 0.18
H 1.128 1.750 0.114 -0.01 0.45 -0.08
H 1.384 -1.676 -0.836 -0.19 0.06 0.07
H 0.782 -1.084 2.200 0.12 -0.05 -0.09
H 0.545 2.152 -0.117 0.24 0.41 0.04
H -1.259 1.836 -1.006 0.09 -0.12 0.10
H -2.148 -0.387 1.046 -0.01 0.02 -0.11